{
  "formula": "C24H23LiN2O5P",
  "method": "wB97M-V/def2-TZVPD",
  "gap_ev": 7.6,
  "multiplicity": 1,
  "max_force_ev_per_a": 2.4,
  "charge": -1,
  "e_homo_ev": -5.046,
  "lumo_energy_ev": 2.5286,
  "symbols": ["Li", "O", "C", "C", "C", "C", "C", "C", "N", "H", "H", "H", "H", "H", "H", "H", "O", "C", "O", "C", "P", "C", "C", "C", "C", "C", "C", "C", "C", "C", "C", "C", "C", "H", "H", "H", "H", "H", "H", "H", "H", "H", "H", "H", "H", "O", "C", "C", "C", "C", "O", "N", "H", "H", "H", "H"],
  "coordinates": [[10.39591, 5.69556, 9.71855], [10.80234, 4.31304, 11.82240], [11.83985, 4.88842, 12.57655], [12.79085, 5.72209, 11.73909], [14.02858, 6.08303, 12.27483], [14.89645, 6.88678, 11.53498], [14.44944, 7.42269, 10.30657], [13.22774, 6.96454, 9.82707], [12.40112, 6.21594, 10.58626], [9.96110, 4.80062, 11.89932], [12.49952, 4.12080, 12.97379], [11.45342, 5.53319, 13.35861], [14.35093, 5.73180, 13.21968], [15.87731, 7.12572, 11.92411], [15.02568, 8.13438, 9.74656], [12.78800, 7.21479, 8.86173], [7.22720, 5.85094, 12.42282], [7.78526, 6.20852, 11.39262], [8.87920, 5.68989, 10.97592], [7.29830, 7.42749, 10.66647], [8.43130, 8.79703, 10.95516], [8.63892, 8.75780, 12.78210], [9.92261, 8.95937, 13.26718], [10.14909, 8.95462, 14.64001], [9.13151, 8.52249, 15.51250], [7.87725, 8.18954, 14.97106], [7.65601, 8.25932, 13.59793], [7.30746, 10.19934, 10.73546], [6.59350, 10.29920, 9.51912], [6.00995, 11.50489, 9.17040], [6.18638, 12.66633, 9.93915], [6.96056, 12.57611, 11.09737], [7.55097, 11.38955, 11.46590], [6.27222, 7.71807, 10.92019], [7.32117, 7.21830, 9.58076], [10.67687, 9.17675, 12.48902], [11.08993, 9.29973, 15.03023], [9.33753, 8.39719, 16.55770], [7.02724, 7.88094, 15.60332], [6.65959, 7.98778, 13.20962], [6.50934, 9.44832, 8.86511], [5.36905, 11.55841, 8.29786], [5.64618, 13.56596, 9.67179], [7.07788, 13.44205, 11.72242], [8.12163, 11.32130, 12.39741], [7.70386, 7.88745, 7.29495], [8.70555, 7.17377, 7.09001], [9.28805, 7.01868, 5.66307], [10.30326, 5.87518, 5.78377], [10.26291, 5.62010, 7.30118], [10.89406, 4.73732, 7.89122], [9.43480, 6.43326, 8.01936], [9.72750, 8.00460, 5.37898], [8.45244, 6.85268, 4.96462], [11.35258, 6.19119, 5.48664], [10.09414, 4.90179, 5.31830]],
  "forces_ev_per_angstrom": [[-0.470, -0.217, 0.347], [1.351, -0.573, 0.446], [-0.285, -0.001, -1.252], [0.097, 1.065, 0.649], [0.805, 0.383, -1.324], [-1.089, 0.310, -0.231], [-0.176, -1.014, 0.322], [-0.517, 0.173, 0.983], [-0.288, -0.450, -1.358], [-0.546, 0.447, -0.249], [-0.297, -0.375, 0.505], [-0.040, 0.034, 0.439], [0.160, -0.495, 0.823], [-0.024, 0.141, 0.028], [0.301, -0.001, -0.220], [0.402, 0.274, 0.142], [-0.887, -0.437, 0.367], [1.049, -0.489, 0.604], [0.075, 0.321, -0.318], [-0.954, -0.407, -1.268], [0.763, 0.195, 0.124], [0.345, -1.013, -1.260], [0.059, 0.823, -0.220], [-0.425, -0.447, 0.144], [-0.289, 0.124, -1.366], [-0.008, -0.208, 0.489], [-1.372, 0.635, 1.053], [0.889, 1.341, -0.904], [0.101, 0.246, 1.056], [-0.243, 0.699, 0.119], [-0.117, -1.082, 0.106], [-0.377, 0.426, -0.463], [-0.537, -1.216, 0.274], [0.171, -0.281, 0.207], [0.088, 0.221, 0.356], [-0.122, 0.099, 0.847], [0.369, -0.231, 0.150], [-0.050, 0.204, 0.396], [0.720, 0.009, -0.182], [0.770, 0.242, 0.225], [-0.044, -0.253, -0.105], [0.139, -0.033, -0.126], [0.202, 0.092, 0.022], [0.122, 0.316, 0.173], [-0.072, 0.108, -0.369], [1.623, -1.063, -0.072], [-0.608, 0.570, 0.672], [-0.361, 0.241, -0.334], [0.950, 0.516, 0.502], [-0.204, 0.212, 0.969], [0.616, -0.119, -0.296], [-0.598, 0.763, -2.210], [-0.138, -0.766, 0.215], [0.324, -0.075, 0.218], [-1.173, -0.503, 0.378], [-0.179, 0.515, -0.220]],
  "nbo_charge": [0.872, -0.750, -0.093, 0.219, -0.258, -0.165, -0.277, 0.052, -0.469, 0.526, 0.168, 0.193, 0.207, 0.208, 0.215, 0.207, -0.713, 0.802, -0.879, -0.873, 0.860, -0.341, -0.215, -0.231, -0.222, -0.218, -0.156, -0.231, -0.245, -0.208, -0.236, -0.221, -0.248, 0.223, 0.292, 0.220, 0.199, 0.202, 0.206, 0.241, 0.248, 0.202, 0.201, 0.199, 0.216, -0.668, 0.672, -0.524, -0.519, 0.637, -0.708, -0.715, 0.222, 0.222, 0.219, 0.230]
}